Below is a molecular structure, C46H37Br2N2OPdSSbSi in a non-equilibrium geometry, with properties calculated with ωB97M-V with the def2-TZVPD basis set.

**Molecular weight**: 1081.956 g/mol
**DFT total energy**: -8163.74722 hartree
**Largest force on an atom**: 1.7 eV Å⁻¹
**Spin multiplicity**: 1
**Charge**: -2
**LUMO level**: 0.146 Eh
**Orbital gap**: 5.43 eV

The geometry in XYZ format:
```
92
Properties=species:S:1:pos:R:3:forces:R:3:lowdin_charge:R:1
C 0.118323 3.969481 0.327510 -0.5203 0.0572 -0.0733 -0.0284
C -2.424572 -3.133872 5.899885 0.1131 0.1440 -0.1413 -0.1262
C -2.060758 4.148915 7.679609 0.1044 -0.1349 -0.1134 -0.1427
C 3.616403 0.055187 4.375623 -0.2121 0.0662 0.0521 -0.1008
H -5.568057 2.568415 -3.592195 0.0139 -0.0562 0.0389 0.0870
H 0.769404 2.846069 6.309597 -0.2083 0.0020 0.0816 0.0816
N -1.172900 -2.253062 -0.553235 0.9025 1.3268 -0.6562 -0.1732
H -2.230737 0.205481 6.447737 0.0743 -0.0613 0.0518 0.0650
C -5.007004 1.826572 -3.032367 0.0423 -0.1752 0.1327 -0.1184
C 4.397139 2.069467 -0.796715 -0.0971 -0.3699 -0.1519 -0.2140
C -0.290667 -2.073580 -2.879629 0.0147 -0.1525 -0.1705 -0.0790
Br 4.637990 4.659198 0.311135 -0.0505 0.0042 -0.0076 0.6717
H -2.469113 2.873321 -0.951160 -0.0665 0.0277 -0.1615 0.0774
C 2.332222 0.750516 -1.228475 -0.2511 0.1100 0.0251 -0.4767
H -3.396059 0.615451 1.484969 -0.0302 -0.1323 0.0295 0.0738
C -3.677714 1.566822 -3.352699 -0.0822 -0.0645 0.2185 -0.1096
H -6.637134 1.332637 -1.715838 -0.0121 -0.0053 -0.0108 0.0895
H -4.442919 0.513737 3.699649 0.0651 -0.0989 -0.0312 0.0918
C -0.703553 3.902280 7.463973 -0.2058 -0.1895 -0.2646 -0.1236
C -5.606379 1.130060 -1.982756 0.2872 -0.0456 -0.0480 -0.1000
H 0.587893 -4.150597 -0.385854 0.0575 0.0352 -0.0608 0.1059
C -0.299915 2.999359 6.470438 -0.3023 0.0569 0.0098 -0.1480
C 1.353875 0.279512 5.983625 0.2702 -0.0799 -0.2308 -0.1467
H -2.379654 4.847240 8.452008 0.0483 -0.1029 -0.1144 0.0801
H -2.374210 3.343310 0.752738 0.0302 -0.0392 -0.0142 0.0821
C -4.883041 0.172465 -1.271957 0.0201 0.0963 -0.1179 -0.1110
H 4.652890 -0.569337 6.157898 -0.1204 0.0240 -0.0412 0.0845
C -0.294283 -2.636786 -1.599018 -0.8694 -0.5226 0.2759 -0.4000
C 0.596083 -2.496835 -3.868583 -0.1146 0.0555 0.2128 -0.1053
H 2.628621 -0.361052 7.597475 -0.0086 0.0238 -0.1238 0.0871
C 2.398707 0.470028 3.826144 0.0673 0.1064 0.2669 -0.1885
H -2.936778 -1.867664 7.564183 0.0089 0.0267 -0.0408 0.0860
C -1.918889 -3.163737 4.602720 0.1624 0.2404 0.0707 -0.1132
H -2.243656 1.648710 0.272096 -0.1036 -0.4658 0.0957 0.0162
C -4.459821 -2.798754 2.958229 -0.0532 0.3448 -0.2365 -0.1175
C -3.537038 -0.097080 -1.563100 0.2396 0.4284 -0.4213 -0.2775
H 1.932149 5.006017 0.654476 0.0526 0.0689 0.0261 0.0698
C -2.580223 2.593649 5.901782 0.1068 0.1340 0.0678 -0.1841
H -0.505723 4.770990 0.704594 0.0103 -0.0637 0.0374 0.1082
H 4.489177 -0.044511 3.735055 -0.1118 0.0363 0.0510 0.0953
H -3.744265 -3.663542 1.116393 -0.0051 0.2820 0.1784 0.0942
H 0.586302 -2.013288 -4.838358 -0.0283 0.0202 0.0100 0.0937
C -1.581657 -0.749235 4.621786 0.0962 -0.3513 0.4169 -0.3540
Br 4.771626 -0.502960 -1.953685 0.0261 -0.0088 -0.0268 0.6903
H -1.113144 -2.030805 2.952192 0.0231 0.0035 0.1664 0.0226
C -3.697501 -0.351723 1.876683 -0.0937 -0.3271 0.0154 -0.1188
C -0.501353 2.777596 -0.108550 0.0975 0.1731 0.0522 -0.3293
O 1.740079 -0.260488 -1.658471 0.0375 0.1355 -0.1179 -0.1120
C -4.668901 -1.628094 3.683984 -0.0764 0.0493 -0.2957 -0.1097
C -3.487172 -1.516675 1.120304 -0.1456 0.0361 0.6070 -0.2828
C 0.601948 -3.694667 -1.370066 0.1027 -0.0325 0.1176 -0.0418
C 1.246371 0.586336 4.617551 0.3445 -0.1694 -0.0204 -0.3808
Si -2.746694 -1.552742 -0.599776 -0.4059 -1.1199 -0.0140 0.4437
C -1.987450 2.655252 -0.000603 0.1243 0.3328 0.0398 -0.0406
C 2.571271 -0.125912 6.536503 -0.0594 0.0614 -0.2573 -0.1090
H -3.340036 2.105299 5.280545 0.1243 0.0933 0.1646 0.0749
H -5.372406 -0.378117 -0.467222 0.0817 0.1295 -0.1640 0.0990
C -3.002629 3.494167 6.885554 0.2258 -0.0777 -0.1022 -0.1282
H -3.595789 -2.626838 -1.238950 -0.0199 -0.0619 -0.0807 0.0085
C 3.683077 3.114431 -0.287752 -0.3534 0.1325 0.1171 -0.6478
H -1.845960 -4.111194 4.070039 0.0023 0.1647 0.0620 0.1013
C -2.125049 -0.734227 5.922015 0.0758 -0.2667 -0.3351 -0.1391
N 0.210429 1.778582 -0.587349 0.9681 -0.1774 0.4806 0.0431
C 3.738402 0.925811 -1.253908 0.0725 0.2889 0.1406 -0.6158
C -3.887182 -2.740395 1.687158 -0.0369 0.1852 -0.0340 -0.1106
H -1.905134 0.505520 -2.849044 0.1858 -0.0555 -0.0493 0.0737
C -4.289396 -0.403331 3.136985 -0.1469 -0.2355 -0.1315 -0.1034
Sb -0.685900 1.048261 3.709167 -0.3353 0.2230 0.5110 1.2298
C 1.475122 -4.128098 -2.352131 -0.0554 0.1536 -0.1215 -0.1033
H -3.203195 2.102790 -4.167880 0.0186 -0.0094 0.0514 0.0946
C -2.537393 -1.909793 6.554866 0.0871 0.1019 -0.2947 -0.1157
H -2.729212 -4.051704 6.395891 0.0090 0.0560 -0.0502 0.0850
H -5.097595 -1.672046 4.680540 0.0558 0.0082 -0.0829 0.0982
S 0.393276 -0.361912 1.671488 -0.3299 -0.4543 -0.4843 0.1288
C 1.486235 -3.523815 -3.616407 0.0591 -0.1509 0.2212 -0.1227
C -1.225352 2.293077 5.675539 0.1008 0.2020 0.0843 -0.3477
C -1.502530 -1.987288 3.968364 0.0002 -0.0059 0.2729 -0.1570
H 5.476902 2.129110 -0.850523 -0.0368 -0.0593 -0.0166 0.0819
C 1.462631 4.103202 0.293357 0.2860 0.1238 0.0592 -0.0438
C -2.949579 0.636062 -2.612790 -0.5258 -0.0518 0.2897 -0.1255
C 3.706779 -0.245189 5.729413 -0.2355 0.0803 0.0802 -0.1246
Pd -0.467159 -0.301584 -0.465153 0.4795 0.1563 0.2944 0.5591
H -4.729377 -3.756668 3.387293 -0.0089 0.0012 0.0046 0.0951
H 2.339708 0.684283 2.761221 0.0479 -0.0257 0.1908 0.0148
C 1.589424 1.897822 -0.655104 -0.1777 -0.0754 -0.1226 -0.1284
C 2.263415 3.059767 -0.203307 0.1758 -0.2839 -0.2359 -0.2011
H 2.161691 -4.941389 -2.134894 -0.0388 0.0674 -0.0099 0.0887
H -1.013856 -1.307125 -3.110622 -0.1085 0.1421 -0.0613 0.0693
H 0.037497 4.414277 8.071758 -0.0004 -0.0156 -0.0513 0.0825
H 2.182379 -3.851596 -4.384946 -0.0819 0.0299 0.1332 0.0852
H -4.062525 3.690674 7.033867 0.0767 -0.0371 -0.0323 0.0830
H 0.479442 0.350893 6.623870 0.0504 -0.0364 -0.0815 0.0842
```
Positions in Å, forces in eV/Å.